(1)
The following is a DFT calculation (the ωB97M-V functional and the def2-TZVPD basis) of a cluster of 2 separate species, C32H43F17N3O2 in total.

The value obtained for the LUMO energy is -0.099 Eh.

Structure (ORCA input):
```
! RIJCOSX wB97M-V def2-TZVPD def2/J DEFGRID3
* xyz 1 1
C 1.37 -6.27 -0.49
O 0.39 -7.29 -0.51
C -0.72 -7.00 -1.34
C -1.53 -5.80 -0.84
C -3.04 -5.91 -1.09
C -3.94 -5.26 -0.04
C -4.26 -3.79 -0.31
C -3.08 -2.84 -0.07
C -3.09 -2.21 1.32
C -1.82 -1.36 1.53
N -2.10 -0.08 2.29
C -1.10 0.17 3.40
C 0.15 0.99 2.99
C 1.30 0.04 2.57
C 2.35 0.72 1.73
C 2.57 0.32 0.40
C 3.53 0.97 -0.39
C 4.28 2.04 0.14
C 4.09 2.43 1.48
C 3.13 1.77 2.26
N -0.09 2.02 1.99
C -0.89 1.51 0.89
C -2.27 1.12 1.40
C -3.32 0.91 0.31
C -3.78 2.28 -0.21
C -4.25 2.23 -1.65
F -4.67 0.96 -1.94
F -5.29 3.04 -1.89
C -3.10 2.51 -2.65
F -2.06 1.75 -2.28
F -3.48 2.12 -3.87
C -2.68 4.02 -2.73
F -3.31 4.71 -1.76
F -3.06 4.52 -3.90
C -1.17 4.31 -2.52
F -0.84 3.90 -1.28
F -1.04 5.64 -2.54
C -0.20 3.70 -3.59
F 0.34 4.69 -4.29
F -0.88 2.91 -4.42
C 0.98 2.89 -2.97
F 1.74 3.77 -2.32
F 0.53 1.98 -2.09
C 1.86 2.12 -4.02
F 3.12 2.20 -3.60
F 1.77 2.66 -5.23
C 1.51 0.61 -4.13
F 0.20 0.42 -4.21
F 1.98 -0.06 -3.10
F 2.06 0.13 -5.22
H 1.26 -5.65 0.40
H 2.35 -6.74 -0.44
H 1.33 -5.65 -1.39
H -1.34 -7.89 -1.37
H -0.34 -6.80 -2.35
H -1.16 -4.91 -1.35
H -1.34 -5.64 0.22
H -3.29 -6.97 -1.11
H -3.30 -5.53 -2.08
H -3.48 -5.34 0.95
H -4.89 -5.80 -0.03
H -5.11 -3.47 0.28
H -4.56 -3.70 -1.35
H -3.09 -2.04 -0.81
H -2.13 -3.35 -0.19
H -3.11 -3.00 2.07
H -3.99 -1.61 1.44
H -1.39 -1.12 0.57
H -1.11 -1.95 2.09
H -3.00 -0.25 2.74
H -0.77 -0.78 3.80
H -1.63 0.68 4.20
H 0.47 1.52 3.88
H 0.92 -0.82 2.03
H 1.79 -0.29 3.48
H 2.00 -0.51 -0.01
H 3.70 0.66 -1.41
H 5.01 2.54 -0.48
H 4.67 3.24 1.90
H 2.97 2.08 3.28
H -0.55 2.83 2.39
H -0.36 0.66 0.46
H -0.98 2.27 0.12
H -2.60 1.92 2.06
H -4.20 0.39 0.69
H -2.88 0.32 -0.49
H -2.95 2.99 -0.14
H -4.57 2.67 0.43
O 6.38 2.84 3.93
C 7.57 3.01 3.72
N 8.07 3.12 2.46
C 8.57 3.12 4.84
H 9.04 3.27 2.27
H 7.43 3.04 1.69
H 8.55 2.21 5.43
H 8.30 3.96 5.48
H 9.59 3.28 4.48
*
```

=====

(2)
The following is a DFT calculation (the ωB97M-V functional and the def2-TZVPD basis) of a cluster of 2 separate species, C4H13NO3 in total.

The value obtained for the LUMO energy is 0.026 Eh. The relative energy (zero: lowest compared OMol25 entry of this formula, charge and spin) is 309.0 kJ/mol.

Structure (ORCA input):
```
! RIJCOSX wB97M-V def2-TZVPD def2/J DEFGRID3
* xyz 0 1
C 0.58 1.17 1.00
O 0.58 2.53 1.26
C -0.35 0.87 -0.14
C -0.30 -0.68 -0.59
C 0.68 -1.16 -1.65
O -1.46 -1.17 -1.25
N -1.76 1.09 0.31
H 0.25 0.66 1.92
H 1.58 1.05 0.68
H 0.08 1.58 -0.92
H -0.26 -1.26 0.38
H 1.61 -1.54 -1.21
H 0.86 -0.52 -2.43
H 0.39 -2.15 -2.06
H -2.30 -0.85 -0.82
H -1.86 1.35 1.18
H -2.39 1.56 -0.40
H -0.10 3.12 0.83
H 0.97 -2.22 0.72
H 1.97 -1.43 1.59
O 1.22 -2.01 1.60
*
```

=====

(3)
The following is a DFT calculation (the ωB97M-V functional and the def2-TZVPD basis) of a cluster of 9 separate species, C21H27F3N6O9 in total.

The value obtained for the LUMO energy is -0.001 Eh. The relative energy (zero: lowest compared OMol25 entry of this formula, charge and spin) is 0.0 kJ/mol.

Structure (ORCA input):
```
! RIJCOSX wB97M-V def2-TZVPD def2/J DEFGRID3
* xyz 0 1
C 3.09 -2.48 1.51
C 3.41 -3.94 1.15
O 3.09 -4.66 2.30
C 2.22 -3.90 3.04
O 1.69 -4.26 4.01
O 2.12 -2.65 2.53
F 4.72 -4.15 0.86
H 2.81 -1.94 0.61
H 3.96 -1.99 1.96
H 2.83 -4.29 0.29
C 3.11 4.52 0.38
C 2.07 5.61 0.37
O 1.06 5.02 1.15
C 1.12 3.67 1.00
O 0.29 2.88 1.28
O 2.29 3.32 0.40
F 1.58 5.87 -0.88
H 3.68 4.54 1.32
H 3.79 4.60 -0.46
H 2.41 6.56 0.78
C -2.95 2.99 1.66
C -3.93 2.36 2.62
O -3.59 0.99 2.53
C -3.04 0.78 1.32
O -2.82 -0.26 0.88
O -2.85 1.93 0.67
F -5.28 2.54 2.15
H -1.97 3.11 2.11
H -3.30 3.89 1.18
H -3.96 2.73 3.64
C -3.21 -3.95 -1.83
C -4.38 -3.74 -2.67
N -5.26 -3.60 -3.36
H -2.77 -2.96 -1.65
H -2.57 -4.68 -2.33
H -3.46 -4.35 -0.85
C -1.51 0.09 -5.84
C -0.07 0.32 -5.72
N 1.05 0.44 -5.63
H -1.92 0.61 -6.69
H -1.99 0.35 -4.90
H -1.61 -0.99 -5.94
C -0.19 -0.11 -1.19
C -0.48 -0.98 -2.32
N -0.71 -1.66 -3.21
H -0.04 0.92 -1.49
H 0.69 -0.48 -0.68
H -1.04 -0.14 -0.51
C 3.04 1.43 -3.24
C 4.41 1.67 -2.81
N 5.49 1.81 -2.50
H 2.67 2.18 -3.92
H 2.34 1.34 -2.40
H 3.00 0.44 -3.70
C -1.91 -2.83 2.50
C -0.94 -2.85 1.46
N -0.16 -2.88 0.62
H -1.97 -3.74 3.07
H -2.88 -2.50 2.10
H -1.72 -1.99 3.18
C 0.44 -0.17 3.01
C -0.60 0.04 4.01
N -1.45 0.20 4.80
H 1.13 -0.95 3.32
H 0.93 0.80 2.89
H 0.00 -0.51 2.08
*
```

=====

(4)
The following is a DFT calculation (the ωB97M-V functional and the def2-TZVPD basis) of a structure of composition C5H10O2.

The value obtained for the LUMO energy is 0.014 Eh. The relative energy (zero: lowest compared OMol25 entry of this formula, charge and spin) is 502.5 kJ/mol.

Structure (ORCA input):
```
! RIJCOSX wB97M-V def2-TZVPD def2/J DEFGRID3
* xyz 0 1
O -2.62 0.50 1.53
C -1.46 1.02 0.93
C -0.86 -0.05 0.02
C 0.59 0.80 -0.65
C 1.18 -0.36 -1.18
C 1.61 -1.36 -0.28
O -0.49 -1.12 0.64
H -2.37 -0.40 1.80
H -0.72 1.30 1.70
H -1.76 1.92 0.38
H -1.48 -0.18 -0.89
H 1.05 1.19 0.27
H 0.33 1.60 -1.34
H 2.51 -0.72 -0.89
H 1.07 -0.64 -2.23
H 1.75 -1.10 0.76
H 1.68 -2.40 -0.59
*
```

=====

(5)
The following is a DFT calculation (the ωB97M-V functional and the def2-TZVPD basis) of a structure of composition C20H36N7NiO2SSi.

The value obtained for the LUMO energy (spin up / spin down) is -0.079 / -0.079 Eh. The relative energy (zero: lowest compared OMol25 entry of this formula, charge and spin) is 7.3 kJ/mol.

Structure (ORCA input):
```
! RIJCOSX wB97M-V def2-TZVPD def2/J DEFGRID3
* xyz 1 1
Ni -1.18 1.34 -0.25
N -1.46 -0.34 0.67
C -1.39 -1.35 -0.40
C -2.00 -2.70 -0.04
C -1.47 -3.38 1.22
C -0.12 -4.08 1.10
N 1.01 -3.22 0.73
C 1.52 -2.25 1.50
N 1.14 -2.14 2.77
N 2.40 -1.41 0.99
C -2.05 -0.74 -1.65
O -2.32 -1.45 -2.60
O -2.25 0.54 -1.56
H -0.81 -0.51 1.43
H -2.39 -0.31 1.07
H -0.34 -1.45 -0.66
H -1.89 -3.36 -0.91
H -3.08 -2.56 0.07
H -2.18 -4.17 1.51
H -1.47 -2.68 2.06
H -0.17 -4.84 0.32
H 0.13 -4.61 2.02
H 1.38 -3.29 -0.20
H 0.61 -2.86 3.22
H 1.45 -1.35 3.34
H 2.43 -1.24 -0.01
H 2.76 -0.64 1.54
N -2.88 2.98 0.92
C -2.92 3.98 -0.15
C -1.55 4.16 -0.77
N -1.11 2.90 -1.40
H -3.82 2.80 1.26
H -2.34 3.33 1.70
H -3.28 4.96 0.18
H -3.62 3.63 -0.92
H -0.82 4.40 0.01
H -1.57 4.97 -1.49
H -0.19 3.01 -1.82
H -1.74 2.64 -2.16
S 2.89 2.00 1.40
C 1.50 2.18 0.19
N 0.24 1.97 0.90
C 0.42 1.61 2.20
C -0.60 1.33 3.12
C -0.29 0.96 4.43
C 1.03 0.86 4.85
C 2.06 1.16 3.96
C 1.75 1.54 2.67
H 1.58 3.20 -0.19
H -1.64 1.45 2.82
H -1.09 0.77 5.13
H 1.26 0.59 5.87
H 3.09 1.13 4.28
C 1.28 -2.24 -2.91
Si 1.69 -0.50 -3.47
C 3.41 -0.45 -4.20
C 0.40 0.15 -4.63
C 1.69 0.57 -1.95
C 1.65 1.28 -0.97
H 1.32 -2.93 -3.75
H 0.26 -2.29 -2.51
H 2.00 -2.60 -2.17
H 3.46 -1.08 -5.09
H 4.15 -0.81 -3.48
H 3.68 0.57 -4.48
H 0.38 -0.44 -5.55
H 0.61 1.19 -4.91
H -0.60 0.11 -4.19
*
```

=====

(6)
The following is a DFT calculation (the ωB97M-V functional and the def2-TZVPD basis) of a cluster of 15 separate species, C5H41NO15 in total.

The value obtained for the LUMO energy is 0.010 Eh. The relative energy (zero: lowest compared OMol25 entry of this formula, charge and spin) is 269.4 kJ/mol.

Structure (ORCA input):
```
! RIJCOSX wB97M-V def2-TZVPD def2/J DEFGRID3
* xyz 0 1
C 1.29 0.48 -0.61
N 2.70 0.05 -0.58
C 3.50 0.81 -1.53
C 4.72 0.32 0.89
C 3.22 0.00 0.84
C 2.92 -1.44 1.40
O 1.55 -1.53 1.80
H 0.80 -0.41 -0.25
H 0.97 0.64 -1.64
H 1.07 1.48 -0.26
H 4.49 0.36 -1.56
H 3.04 0.56 -2.51
H 3.40 1.90 -1.59
H 5.16 1.04 0.20
H 5.38 -0.54 0.63
H 4.88 0.39 1.95
H 2.74 0.69 1.52
H 3.39 -1.39 2.38
H 3.08 -2.27 0.70
H 0.93 -1.89 1.15
H 1.09 -3.35 3.00
H -0.06 -3.21 3.94
O 0.88 -3.39 3.94
H -0.91 -2.66 -0.65
H -1.59 -1.60 0.33
O -0.86 -2.29 0.25
H -0.65 2.95 -2.75
H 0.87 2.68 -2.88
O 0.05 2.72 -3.38
H -5.34 0.22 -1.95
H -3.96 0.05 -2.65
O -4.41 0.45 -1.88
H 1.53 -1.17 -2.28
H 0.60 -2.09 -2.98
O 1.19 -1.34 -3.16
H -1.86 2.49 -0.63
H -2.83 1.93 -1.64
O -1.91 2.22 -1.57
H -1.76 -1.71 -2.65
H -1.98 -3.27 -2.68
O -1.41 -2.58 -2.34
H -3.03 -0.07 -0.52
H -2.61 0.21 0.96
O -2.81 -0.49 0.32
H -3.05 -0.72 -4.59
H -1.91 -0.03 -4.17
O -2.70 -0.55 -3.70
H -0.28 1.41 -4.05
H 0.14 -0.19 -4.00
O -0.51 0.46 -4.34
H -0.48 1.40 6.09
H -1.57 1.05 5.03
O -1.16 1.76 5.52
H -2.97 2.90 1.00
H -1.72 2.22 1.75
O -2.43 2.10 1.08
H 0.04 -0.48 3.68
H 0.60 -1.17 4.96
O 0.11 -0.39 4.64
H 0.30 1.93 2.77
H -0.77 2.22 3.90
O -0.51 2.39 2.97
*
```

=====

(7)
The following is a DFT calculation (the ωB97M-V functional and the def2-TZVPD basis) of a cluster of 3 separate species, C35H38BF3O2 in total.

The value obtained for the LUMO energy is -0.061 Eh. The relative energy (zero: lowest compared OMol25 entry of this formula, charge and spin) is 386.9 kJ/mol.

Structure (ORCA input):
```
! RIJCOSX wB97M-V def2-TZVPD def2/J DEFGRID3
* xyz 0 1
C -4.83 -2.45 4.29
C -3.45 -1.91 4.04
C -3.21 -0.56 4.31
C -1.96 -0.02 4.05
C -0.90 -0.84 3.57
C 0.35 -0.22 3.26
C 1.62 -0.82 3.48
C 2.79 -0.05 3.24
C 4.05 -0.56 3.53
C 4.20 -1.87 4.03
C 5.57 -2.41 4.29
C 3.05 -2.60 4.36
C 1.79 -2.10 4.09
C -1.17 -2.21 3.32
C -2.42 -2.74 3.57
H -4.85 -3.54 4.16
H -5.13 -2.20 5.32
H -5.59 -2.02 3.62
H -4.00 0.07 4.72
H -1.76 1.04 4.24
H 0.35 0.87 3.05
H 2.68 0.97 2.88
H 4.94 0.05 3.38
H 5.56 -3.49 4.48
H 6.26 -2.22 3.45
H 6.02 -1.92 5.17
H 3.15 -3.58 4.84
H 0.92 -2.65 4.43
H -0.37 -2.85 2.93
H -2.62 -3.79 3.40
C -3.91 2.40 -1.39
C -3.20 2.09 -2.71
C -4.00 2.64 -3.88
C -1.83 2.81 -2.73
O -0.84 2.08 -1.98
B -0.87 0.71 -2.27
C 0.23 0.15 -3.20
C 1.26 0.98 -3.66
C 1.97 0.67 -4.81
C 1.69 -0.54 -5.45
C 2.40 -0.83 -6.74
F 2.05 -2.03 -7.29
F 2.16 0.11 -7.70
F 3.76 -0.86 -6.56
C 0.80 -1.46 -4.92
C 0.09 -1.13 -3.77
C -0.09 0.07 0.23
C -1.30 0.73 0.75
C 1.20 0.61 0.09
C 2.33 -0.20 -0.28
C 3.61 0.33 -0.38
C 3.83 1.71 -0.23
C 2.74 2.54 0.01
C 1.45 2.03 0.12
O -2.04 0.00 -2.05
C -3.12 0.55 -2.85
H -3.33 2.00 -0.54
H -4.00 3.49 -1.29
H -4.90 1.94 -1.40
H -3.48 2.41 -4.82
H -5.00 2.18 -3.91
H -4.10 3.73 -3.79
H -1.46 2.93 -3.76
H -1.95 3.80 -2.26
H 1.47 1.92 -3.15
H 2.68 1.38 -5.23
H 0.61 -2.41 -5.43
H -0.61 -1.84 -3.36
H -0.28 -0.94 -0.19
H -2.20 0.18 0.40
H -1.36 0.71 1.87
H -1.39 1.79 0.47
H 2.16 -1.26 -0.51
H 4.46 -0.33 -0.56
H 4.84 2.11 -0.32
H 2.91 3.62 0.12
H 0.60 2.72 0.16
H -4.07 0.11 -2.49
H -2.97 0.26 -3.91
*
```

=====

(8)
The following is a DFT calculation (the ωB97M-V functional and the def2-TZVPD basis) of the ion C9H14N5 with charge +1.

The value obtained for the LUMO energy (spin up / spin down) is -0.204 / -0.204 Eh. The relative energy (zero: lowest compared OMol25 entry of this formula, charge and spin) is 499.0 kJ/mol.

Structure (ORCA input):
```
! RIJCOSX wB97M-V def2-TZVPD def2/J DEFGRID3
* xyz 1 1
C -0.43 -2.01 0.02
C -0.92 -2.90 0.98
C -1.50 -1.16 2.33
C -1.14 -0.11 1.52
C -0.57 -0.57 0.27
C 0.39 0.06 -1.86
C -1.52 1.33 1.93
C -0.66 -0.55 -2.73
C 2.52 0.94 -1.35
N -1.33 -2.44 2.17
N -0.05 0.45 -0.50
N 1.55 0.30 -2.26
N 2.25 1.82 0.82
N 2.07 0.82 0.04
H -0.22 -2.36 -0.92
H -1.10 -3.92 0.72
H -2.27 -0.94 3.18
H -0.56 1.36 -0.33
H -0.62 2.02 1.98
H -1.93 1.63 0.96
H -2.19 1.46 2.81
H -0.15 -0.99 -3.66
H -1.29 -1.31 -2.20
H -1.35 0.27 -3.10
H 2.76 1.97 -1.55
H 3.41 0.38 -1.51
H 2.15 1.80 1.84
H 2.68 2.66 0.41
*
```

=====

(9)
The following is a DFT calculation (the ωB97M-V functional and the def2-TZVPD basis) of a cluster of 2 separate species, C4H7NO2 in total.

The value obtained for the LUMO energy is 0.028 Eh. The relative energy (zero: lowest compared OMol25 entry of this formula, charge and spin) is 408.9 kJ/mol.

Structure (ORCA input):
```
! RIJCOSX wB97M-V def2-TZVPD def2/J DEFGRID3
* xyz 0 1
O 0.77 0.08 -1.64
C -0.19 0.60 -0.84
C -0.03 1.74 0.06
N -0.35 0.42 0.64
C -1.41 0.01 -0.30
C 0.95 -1.44 1.21
O 0.21 -2.37 0.99
H 0.45 -0.76 -1.99
H 1.66 -1.06 0.45
H 1.00 2.02 0.27
H -0.77 2.54 0.13
H -1.49 -1.08 -0.35
H -2.37 0.54 -0.30
H 1.04 -0.95 2.20
*
```

=====

(10)
The following is a DFT calculation (the ωB97M-V functional and the def2-TZVPD basis) of the molecule C5H8O2.

The value obtained for the LUMO energy is 0.035 Eh. The relative energy (zero: lowest compared OMol25 entry of this formula, charge and spin) is 242.2 kJ/mol.

Structure (ORCA input):
```
! RIJCOSX wB97M-V def2-TZVPD def2/J DEFGRID3
* xyz 0 1
C -1.93 0.96 -0.03
C -1.03 -0.16 0.41
O -0.76 -1.21 -0.53
C 0.32 -0.44 -0.07
C 1.50 -0.96 0.73
O 2.36 -0.04 0.05
C 1.35 0.29 -0.92
H -1.88 1.81 0.67
H -1.66 1.32 -1.03
H -2.97 0.63 -0.07
H -1.24 -0.55 1.41
H 1.46 -0.79 1.82
H 1.75 -2.01 0.54
H 1.53 -0.22 -1.87
H 1.22 1.37 -1.07
*
```